The following is a quantum chemistry calculation of an isolated molecule of Cl2H3NSi, from the Open Molecules 2025 dataset.

**HOMO level**: -10.039 eV
**Charge**: 0
**SMILES string**: N[SiH](Cl)Cl
**Frontier orbital gap**: 10.3 eV

Last column: Mulliken charge in e.
CARTESIAN COORDINATES (ANGSTROEM)
N1 -0.405 0.702 -0.732  -0.41
Si1 0.346 -0.621 0.138  0.54
Cl1 2.045 0.020 0.792  -0.12
Cl2 -1.000 -0.561 2.291  -0.42
H1 -0.333 1.678 -0.285  0.24
H2 -0.973 0.723 -1.575  0.23
H3 0.321 -1.940 -0.629  -0.05

The following is a quantum chemistry calculation of a cluster of 2 separate species, C4H12O3 in total, from the Open Molecules 2025 dataset.

**HOMO level**: -9.870 eV
**Charge**: 0
**SMILES string**: OCCCCO.O
**Frontier orbital gap**: 10.6 eV

Last column: Mulliken charge in e.
CARTESIAN COORDINATES (ANGSTROEM)
O1 -0.336 2.314 0.266  -0.57
C1 -0.802 0.996 0.698  -0.81
C2 0.474 0.247 1.068  -0.19
C3 0.170 -1.249 1.015  -0.60
C4 0.215 -1.901 -0.357  -0.42
O2 -0.628 -1.519 -1.494  -0.47
H1 -0.005 2.745 1.019  0.30
H2 -1.493 1.136 1.589  0.34
H3 -1.452 0.613 -0.093  0.40
H4 1.269 0.512 0.296  0.24
H5 0.785 0.566 2.099  0.36
H6 -0.789 -1.440 1.553  0.28
H7 0.894 -1.733 1.716  0.31
H8 -0.141 -2.956 -0.259  0.30
H9 1.251 -1.936 -0.768  0.28
H10 -0.597 -0.586 -1.478  0.24
O3 0.502 0.984 -2.247  -0.63
H11 0.253 1.640 -1.574  0.35
H12 0.430 1.567 -3.049  0.29

The following is a quantum chemistry calculation of an isolated molecule of C4H3F3, from the Open Molecules 2025 dataset.

**HOMO level**: -11.020 eV
**Charge**: 0
**SMILES string**: CC(F)(F)C#CF
**Frontier orbital gap**: 11.7 eV

Last column: Mulliken charge in e.
CARTESIAN COORDINATES (ANGSTROEM)
C1 1.161 0.883 -0.031  -1.33
C2 -0.172 0.231 0.473  1.09
F1 -0.089 -0.043 1.771  -0.25
F2 -1.179 1.190 0.480  -0.28
C3 -0.690 -0.882 -0.266  -0.87
C4 -1.425 -1.767 -0.578  0.80
F3 -2.189 -2.618 -1.139  -0.24
H1 1.350 1.863 0.335  0.35
H2 1.313 0.881 -1.187  0.31
H3 1.921 0.261 0.142  0.42

The following is a quantum chemistry calculation of a cluster of 13 separate species, C4H38N2O12 in total, from the Open Molecules 2025 dataset.

**HOMO level**: -16.115 eV
**Charge**: +2
**Frontier orbital gap**: 11.1 eV

Last column: Mulliken charge in e.
CARTESIAN COORDINATES (ANGSTROEM)
C1 0.850 -3.283 -0.451  -1.51
C2 1.089 -1.776 -0.134  -0.08
C3 0.142 -1.261 1.010  0.18
C4 0.983 -0.447 1.968  -0.88
N1 1.285 0.939 1.442  0.23
N2 0.633 -0.994 -1.456  0.36
H1 -0.241 -3.412 -0.678  0.27
H2 1.443 -3.683 -1.246  0.42
H3 1.031 -3.835 0.504  0.37
H4 2.122 -1.720 0.106  0.43
H5 -0.251 -2.201 1.454  0.16
H6 -0.743 -0.704 0.655  0.20
H7 0.563 -0.498 3.056  0.28
H8 1.989 -1.021 1.995  0.40
H9 0.634 1.717 1.626  0.43
H10 2.183 1.201 1.757  0.43
H11 1.514 0.943 0.427  -0.08
H12 1.311 -1.094 -2.219  0.30
H13 0.586 0.020 -1.334  -0.02
H14 -0.460 -1.184 -1.574  0.33
H15 3.276 -0.669 -2.882  0.30
H16 3.980 -1.700 -1.802  0.29
O1 3.385 -0.952 -1.909  -0.68
H17 1.135 1.837 4.939  0.29
H18 1.524 0.395 5.534  0.28
O2 1.398 0.945 4.818  -0.57
H19 -4.269 -1.368 -3.537  0.35
H20 -3.792 -2.889 -3.484  0.39
O3 -3.465 -1.919 -3.553  -0.68
H21 1.089 -1.096 -5.044  0.29
H22 1.387 0.390 -4.646  0.30
O4 1.482 -0.524 -4.367  -0.59
H23 2.233 2.266 -1.612  0.26
H24 2.651 0.852 -1.802  0.27
O5 2.099 1.388 -1.225  -0.57
H25 -2.776 0.015 3.302  0.30
H26 -2.278 -1.357 2.599  0.28
O6 -2.292 -0.425 2.498  -0.57
H27 -2.522 -0.931 -1.151  0.25
H28 -2.600 -1.934 -2.363  0.34
O7 -1.973 -1.632 -1.560  -0.69
H29 -1.530 5.537 1.771  0.32
H30 -1.031 5.574 0.273  0.29
O8 -0.785 5.358 1.182  -0.65
H31 -1.602 4.236 -1.882  0.25
H32 -2.946 3.446 -1.289  0.30
O9 -1.999 3.574 -1.351  -0.56
H33 -1.302 1.739 -1.271  0.36
H34 -1.602 2.201 0.215  0.26
O10 -1.463 1.428 -0.358  -0.61
H35 0.239 3.954 1.734  0.28
H36 1.682 4.053 1.956  0.26
O11 1.009 3.432 1.731  -0.57
H37 -1.726 -4.783 1.962  0.28
H38 -1.625 -4.250 3.282  0.30
O12 -1.654 -3.900 2.388  -0.58

The following is a quantum chemistry calculation of a structure of composition C37H39BrFeGe2IN5O2S, from the Open Molecules 2025 dataset.

**HOMO level (spin up / spin down)**: -9.306 / -10.405 eV
**Charge**: +1
**Frontier orbital gap (spin up / spin down)**: 7.2 / 6.3 eV
**2S+1**: 6

Last column: Mulliken charge in e.
CARTESIAN COORDINATES (ANGSTROEM)
Fe1 0.385 0.308 0.111  0.48
N1 -5.510 5.343 -0.766  -0.53
C1 -4.756 4.192 -0.788  1.12
C2 -5.332 2.958 -0.459  -0.90
C3 -4.570 1.809 -0.442  -0.47
C4 -3.213 1.877 -0.746  -0.93
C5 -2.628 3.092 -1.081  -0.19
C6 -3.391 4.240 -1.101  -1.02
S1 -2.257 0.416 -0.683  2.00
O1 -3.065 -0.693 -1.077  -0.81
O2 -1.031 0.658 -1.489  -0.68
N2 -1.555 0.307 0.769  0.46
C7 -2.235 -0.109 1.889  -0.21
N3 -3.553 -0.308 1.831  -0.19
C8 -4.141 -0.727 2.944  -0.30
C9 -3.449 -0.936 4.126  -0.90
C10 -2.094 -0.673 4.085  -0.29
N4 -1.474 -0.262 2.984  0.09
H1 -6.510 5.241 -0.800  0.23
H2 -5.160 6.136 -1.275  0.23
H3 -6.389 2.908 -0.226  0.30
H4 -5.011 0.852 -0.198  0.49
H5 -1.581 3.129 -1.350  0.66
H6 -2.939 5.187 -1.375  0.32
H7 -5.211 -0.891 2.888  0.46
H8 -3.941 -1.272 5.027  0.47
H9 -1.473 -0.792 4.968  0.41
Br1 3.270 0.792 -0.083  0.00
C11 4.156 -0.201 1.277  0.66
C12 5.517 -0.388 1.100  -0.80
C13 6.231 -1.115 2.037  -0.57
C14 5.581 -1.655 3.135  -0.79
C15 4.221 -1.456 3.306  -0.58
C16 3.493 -0.715 2.381  0.30
I1 1.453 -0.437 2.754  0.35
H10 6.011 0.029 0.232  0.44
H11 7.294 -1.262 1.901  0.42
H12 6.131 -2.232 3.867  0.42
H13 3.718 -1.875 4.167  0.43
C17 -1.197 -2.100 -3.654  -1.10
Ge1 0.612 -2.195 -2.922  0.93
C18 1.560 -3.787 -3.559  -1.22
C19 1.618 -0.572 -3.343  -0.87
Ge2 0.560 -2.450 -0.460  -0.40
C20 2.186 -3.309 0.169  0.20
C21 2.182 -4.295 1.160  -0.08
C22 3.363 -4.898 1.568  -0.82
C23 4.570 -4.531 0.986  -0.61
C24 4.591 -3.562 -0.007  -0.94
C25 3.410 -2.954 -0.405  0.00
C26 -1.002 -3.178 0.426  0.91
C27 -1.065 -3.256 1.821  -0.30
C28 -2.197 -3.750 2.452  -0.88
C29 -3.282 -4.173 1.696  -0.74
C30 -3.236 -4.095 0.311  -0.70
C31 -2.106 -3.594 -0.319  -0.27
H14 -1.195 -1.429 -4.514  0.44
H15 -1.907 -1.716 -2.928  0.20
H16 -1.514 -3.090 -3.983  0.41
H17 1.683 -3.718 -4.642  0.46
H18 0.985 -4.683 -3.330  0.36
H19 2.543 -3.878 -3.098  0.35
H20 1.744 -0.498 -4.425  0.50
H21 2.607 -0.578 -2.882  0.25
H22 1.057 0.297 -3.002  0.07
H23 1.246 -4.611 1.605  0.43
H24 3.342 -5.665 2.332  0.45
H25 5.490 -5.009 1.298  0.42
H26 5.529 -3.284 -0.472  0.47
H27 3.440 -2.196 -1.183  0.42
H28 -0.225 -2.924 2.421  0.35
H29 -2.231 -3.810 3.533  0.49
H30 -4.165 -4.563 2.186  0.42
H31 -4.084 -4.418 -0.278  0.45
H32 -2.095 -3.515 -1.398  0.22
C32 0.121 6.672 0.679  -1.70
C33 0.255 5.185 0.561  1.19
C34 -0.196 4.337 1.567  -0.99
C35 -0.048 2.971 1.433  -0.40
N5 0.525 2.414 0.360  0.76
C36 0.964 3.221 -0.613  -0.68
C37 0.849 4.593 -0.552  -0.77
H33 -0.810 6.943 1.175  0.41
H34 0.156 7.154 -0.297  0.40
H35 0.941 7.074 1.277  0.36
H36 -0.675 4.735 2.452  0.46
H37 -0.409 2.288 2.192  0.30
H38 1.404 2.741 -1.480  0.37
H39 1.213 5.198 -1.372  0.42

The following is a quantum chemistry calculation of a structure of composition C4H2NO2S, from the Open Molecules 2025 dataset.

**HOMO level (spin up / spin down)**: -2.695 / -3.609 eV
**Charge**: -1
**Frontier orbital gap (spin up / spin down)**: 6.0 / 4.9 eV
**2S+1**: 3

Last column: Mulliken charge in e.
CARTESIAN COORDINATES (ANGSTROEM)
C1 0.473 -0.301 0.538  0.45
C2 0.720 1.631 -1.241  -0.41
C3 -1.963 -1.554 1.094  0.74
C4 1.484 0.200 -0.179  -0.89
N1 -0.358 -0.688 1.296  -0.42
O1 -1.770 -2.649 1.496  -0.53
O2 -2.601 -0.704 0.536  -0.53
S1 1.828 2.285 -2.174  -0.29
H1 -0.315 1.730 -1.303  0.44
H2 2.501 0.049 -0.065  0.43